## a
Molecular formula: C4H13N3
Method: DFT, ωB97M-V with the def2-TZVPD basis set

Last column: Mulliken charge in e.
Positions of all 20 atoms, in Å:
N -2.988 -1.403 1.275  -0.6578
C -1.683 -1.532 0.487  -0.0914
C -0.633 -0.360 0.819  -0.4994
N -0.282 0.719 -0.262  -0.4528
C 0.871 0.206 -1.019  -0.5744
C 1.874 1.324 -1.228  -0.5141
N 2.174 1.912 0.094  -0.6112
H -3.382 -2.319 1.250  0.2417
H -2.971 -1.249 2.286  0.2346
H -1.204 -2.510 0.817  0.2285
H -1.802 -1.249 -0.690  0.1253
H 0.317 -0.934 1.206  0.2162
H -1.007 0.235 1.711  0.3225
H -1.018 0.697 -1.008  0.2784
H 0.283 -0.027 -1.989  0.3199
H 1.305 -0.674 -0.569  0.2881
H 1.652 2.129 -1.929  0.3899
H 2.841 0.843 -1.639  0.2802
H 2.652 2.808 -0.076  0.2445
H 3.001 1.386 0.464  0.2315

- E_LUMO: 1.0728 eV
- E_HOMO: -8.747 eV



## b
Molecular formula: C4H13N3
Method: DFT, ωB97M-V with the def2-TZVPD basis set

Last column: Mulliken charge in e.
Positions of all 20 atoms, in Å:
C 0.115 -1.581 -1.328  -1.4725
C -0.229 -1.312 1.187  -1.4646
C 0.317 -0.734 -0.095  1.4021
N 1.788 0.620 1.099  -0.5224
N 1.486 0.009 -0.155  -0.6815
H 2.453 0.034 1.606  0.1898
H 2.288 1.477 0.877  0.2427
H -0.928 -1.887 -1.420  0.3624
H 0.406 -1.027 -2.222  0.3511
H 0.370 -2.187 1.464  0.4223
H 0.745 -2.471 -1.255  0.3706
H -0.189 -0.588 1.999  0.4009
H -1.267 -1.622 1.053  0.3815
C -1.258 1.015 -0.438  -0.8275
N -0.743 2.354 -0.445  -0.5032
H -0.567 2.735 0.474  0.1870
H -1.251 2.993 -1.041  0.1965
H -1.876 0.784 0.429  0.2292
H -1.798 0.768 -1.348  0.3577
H 0.138 0.621 -0.441  0.3777

- E_LUMO: 1.0638 eV
- E_HOMO: -6.720 eV



## c
Molecular formula: C4H13N3
Method: DFT, ωB97M-V with the def2-TZVPD basis set

Last column: Mulliken charge in e.
Positions of all 20 atoms, in Å:
C 0.582 3.703 -0.910  -0.6289
N -0.896 1.765 0.498  -0.6292
C 0.379 2.213 0.923  0.1713
N 1.082 3.131 0.347  -0.4041
H 1.205 4.592 -1.229  0.2386
H -0.445 4.057 -0.730  0.2617
H 0.548 2.943 -1.739  0.2324
H -0.800 0.741 0.461  0.1932
H -1.555 1.818 1.275  0.2728
H 0.772 1.550 1.755  0.2975
C 0.577 -2.376 0.881  -0.6943
N -0.210 -3.396 0.137  -0.4180
C -0.591 -2.812 -1.158  -0.6621
H 1.479 -2.116 0.311  0.2938
H -0.006 -1.432 1.029  0.1120
H 0.937 -2.811 1.819  0.3294
H -1.041 -3.578 0.742  0.2643
H -1.030 -1.819 -0.999  0.2257
H -1.360 -3.436 -1.615  0.3044
H 0.372 -2.736 -1.797  0.2396

- E_LUMO: 0.7366 eV
- E_HOMO: -9.226 eV



## d
Molecular formula: C4H13N3
Method: DFT, ωB97M-V with the def2-TZVPD basis set

Last column: Mulliken charge in e.
Positions of all 20 atoms, in Å:
N -0.937 -1.333 0.619  -0.6601
C -0.439 -0.184 -0.175  0.4374
C -0.371 1.031 0.724  -0.5884
C 0.706 0.850 1.869  -0.5705
N 2.039 0.793 1.429  -0.5435
C -0.885 -0.091 -1.629  -0.7415
N -0.212 -1.029 -2.571  -0.6411
H -0.860 -2.137 0.006  0.2912
H -2.003 -1.450 0.727  0.2517
H 0.677 -0.408 -0.245  -0.0804
H -0.028 1.862 0.038  0.2293
H -1.349 1.387 1.051  0.3774
H 0.590 -0.032 2.564  0.2833
H 0.554 1.701 2.631  0.2926
H 2.396 1.493 0.846  0.2119
H 2.265 -0.057 0.990  0.2530
H -0.686 0.872 -1.962  0.4251
H -1.970 -0.220 -1.493  0.2844
H -0.699 -0.701 -3.419  0.2587
H 0.819 -0.960 -2.813  0.2294

- E_LUMO: 0.9715 eV
- E_HOMO: -9.034 eV



Which of them is the most stable, and which is the least stable? d and b, in that order.



## a
Molecular formula: C4H13N3
Method: DFT, ωB97M-V with the def2-TZVPD basis set

Last column: Mulliken charge in e.
Positions of all 20 atoms, in Å:
C 0.492 0.242 -1.206  -0.8102
N 0.899 0.201 0.284  -0.2523
C 2.046 -0.511 0.834  -0.3201
N 2.675 -0.109 2.072  -0.6101
C -1.056 0.576 -1.284  -0.4203
N -1.613 -0.450 -0.375  -0.3401
C -3.048 -0.172 -0.106  -0.9046
H 0.512 -0.806 -1.549  0.3881
H 1.013 0.915 -1.833  0.3863
H 0.844 1.055 0.809  0.1404
H 1.713 -1.497 1.041  0.2449
H 2.858 -0.619 -0.049  0.2083
H 3.627 -0.492 2.096  0.2394
H 2.812 0.873 2.272  0.2182
H -1.183 1.611 -0.912  0.3023
H -1.360 0.355 -2.346  0.3293
H -0.970 -0.703 0.404  0.2957
H -3.217 0.416 0.787  0.2730
H -3.559 0.292 -0.989  0.3258
H -3.485 -1.178 0.051  0.3058

- E_LUMO: 1.1412 eV
- E_HOMO: -7.999 eV



## b
Molecular formula: C4H13N3
Method: DFT, ωB97M-V with the def2-TZVPD basis set

Last column: Mulliken charge in e.
Positions of all 20 atoms, in Å:
C -0.714 -1.068 -0.097  -0.1797
C 0.884 0.464 -0.916  -0.5882
C -1.965 -0.462 -0.654  -0.9713
C 2.276 -0.146 -0.808  -1.0122
N -0.354 -0.914 1.201  0.0528
N 0.056 0.349 1.645  -0.4537
N -1.036 1.251 1.815  -0.5147
H 0.325 -1.592 1.522  0.3192
H 0.534 0.638 0.567  -0.0575
H -0.461 -2.049 -0.496  0.3671
H -0.877 1.746 2.684  0.2624
H -1.050 1.937 1.062  0.2132
H 0.917 1.559 -0.937  0.3719
H 0.418 0.207 -1.867  0.4058
H -1.905 -0.425 -1.742  0.3260
H -2.825 -1.087 -0.388  0.3443
H -2.152 0.534 -0.266  0.2138
H 2.756 0.121 0.137  0.3101
H 2.940 0.174 -1.619  0.3588
H 2.233 -1.238 -0.843  0.2319

- E_LUMO: 0.9911 eV
- E_HOMO: -7.806 eV



## c
Molecular formula: C4H13N3
Method: DFT, ωB97M-V with the def2-TZVPD basis set

Last column: Mulliken charge in e.
Positions of all 20 atoms, in Å:
N 0.528 -0.845 1.499  -0.4756
C 0.444 -0.265 0.176  0.0659
C -0.548 0.908 -0.024  -0.7952
C -1.947 0.473 0.389  -0.5521
N -2.639 -0.198 -0.755  -0.6943
C 1.828 0.197 -0.304  -0.4926
N 2.635 -0.749 -1.064  -0.5556
H 1.039 -0.540 2.306  0.1464
H 0.156 -1.769 1.493  0.2013
H 0.121 -1.071 -0.479  0.3022
H -0.576 1.188 -1.085  0.3277
H -0.182 1.803 0.483  0.3870
H -2.027 -0.040 1.354  0.4146
H -2.602 1.350 0.481  0.3179
H -2.886 0.501 -1.452  0.2270
H -3.561 -0.512 -0.464  0.2397
H 1.661 0.987 -1.050  0.3046
H 2.304 0.713 0.534  0.2680
H 2.695 -1.698 -0.722  0.1593
H 3.557 -0.432 -1.318  0.2040

- E_LUMO: 1.1550 eV
- E_HOMO: -8.585 eV



Which of them is the most stable, and which is the least stable? c and b, in that order.



## a
Molecular formula: C4H13N3
Method: DFT, ωB97M-V with the def2-TZVPD basis set

Last column: Mulliken charge in e.
Positions of all 20 atoms, in Å:
N 1.757 1.781 1.054  -0.5794
C 2.001 1.320 -0.296  -0.8304
C 1.204 0.110 -0.749  -0.5598
N -0.227 0.315 -0.512  -0.3196
C -1.041 -0.880 -0.849  -0.6217
C -2.077 -1.155 0.223  -0.4821
N -1.379 -1.246 1.504  -0.5789
H 0.852 2.218 1.140  0.2816
H 1.798 1.026 1.729  0.2383
H 3.065 1.125 -0.385  0.3560
H 1.778 2.128 -0.989  0.3554
H 1.424 -0.065 -1.819  0.3173
H 1.520 -0.824 -0.287  0.4552
H -0.502 1.033 -1.179  0.2558
H -1.461 -0.758 -1.855  0.3901
H -0.393 -1.756 -0.920  0.2718
H -2.907 -0.457 0.196  0.3113
H -2.476 -2.158 0.026  0.3260
H -2.035 -1.388 2.261  0.2304
H -0.900 -0.370 1.708  0.1827

- E_LUMO: 1.1081 eV
- E_HOMO: -9.033 eV



## b
Molecular formula: C4H13N3
Method: DFT, ωB97M-V with the def2-TZVPD basis set

Last column: Mulliken charge in e.
Positions of all 20 atoms, in Å:
C -0.700 0.401 -1.428  0.0031
N -0.830 0.757 0.228  -0.4271
N -0.024 -0.788 -1.580  -0.7996
N -2.039 0.480 -1.924  -0.5304
H -0.079 1.246 -1.737  0.2908
H -0.638 -1.584 -1.411  0.2909
H -2.269 1.370 -2.347  0.2350
H -2.265 -0.319 -2.501  0.2540
H -1.294 -0.051 0.639  0.3299
H -1.433 1.567 0.367  0.3298
H 0.816 -0.734 -0.657  0.3741
C 1.287 -1.311 1.743  -1.2562
C 1.430 -0.240 0.671  -0.3785
C 0.565 0.948 0.909  -0.6267
H 2.466 0.073 0.540  0.3216
H 0.293 -1.779 1.726  0.2616
H 1.439 -0.944 2.773  0.3389
H 2.003 -2.120 1.582  0.3341
H 0.311 1.177 1.960  0.3919
H 0.962 1.854 0.447  0.2628

- E_LUMO: 0.7135 eV
- E_HOMO: -6.249 eV



## c
Molecular formula: C4H13N3
Method: DFT, ωB97M-V with the def2-TZVPD basis set

Last column: Mulliken charge in e.
Positions of all 20 atoms, in Å:
C -0.478 -1.433 -0.255  0.4066
C -1.772 -1.394 0.555  -1.3263
C -0.763 -1.326 -1.747  -1.2585
H 0.032 -2.379 -0.055  0.3236
H 0.187 -0.596 0.114  -0.1174
H -2.286 -0.447 0.386  0.2349
H -1.552 -1.476 1.618  0.3365
H -2.441 -2.203 0.264  0.4097
H 0.157 -1.397 -2.325  0.3229
H -1.426 -2.123 -2.084  0.3912
H -1.232 -0.371 -1.980  0.3072
C 2.682 1.483 0.007  -0.6425
N -0.503 1.985 1.299  -0.3788
N 0.453 1.526 0.524  0.1496
N 1.635 1.711 0.959  -0.4433
H -0.303 2.719 1.976  0.2676
H -1.322 1.411 1.413  0.1947
H 2.333 1.032 -0.929  0.3035
H 3.436 0.834 0.458  0.2293
H 3.163 2.444 -0.195  0.2897

- E_LUMO: 1.1738 eV
- E_HOMO: -8.870 eV



Which of them is the most stable, and which is the least stable? a and b, in that order.



## a
Molecular formula: C4H13N3
Method: DFT, ωB97M-V with the def2-TZVPD basis set

Last column: Mulliken charge in e.
Positions of all 20 atoms, in Å:
C 2.452 0.613 -1.056  -0.5431
C -2.571 0.971 -0.819  -0.9577
C -1.059 -0.929 -0.805  -0.6656
C 1.486 -0.614 2.121  -0.9245
N 2.264 0.067 0.179  -0.0438
N -1.676 0.051 -0.013  -0.3223
N 1.246 0.186 0.986  -0.2703
H 3.321 0.297 -1.642  0.1987
H -0.945 0.551 0.497  0.3386
H 1.664 0.872 -1.745  0.3138
H -2.206 1.387 -1.810  0.2694
H -3.421 0.338 -0.966  0.3609
H -2.977 1.703 -0.168  0.3793
H -1.449 -1.019 -1.841  0.3663
H 0.090 -0.730 -0.942  0.0142
H -1.149 -1.908 -0.292  0.2526
H 2.171 -1.362 1.822  0.3217
H 1.995 -0.077 2.888  0.3011
H 0.538 -1.100 2.332  0.3473
H 3.117 -0.459 0.412  0.2636

- E_LUMO (alpha / beta): 0.7663 / 0.7655 eV
- E_HOMO (alpha / beta): -7.782 / -7.784 eV



## b
Molecular formula: C4H13N3
Method: DFT, ωB97M-V with the def2-TZVPD basis set

Last column: Mulliken charge in e.
Positions of all 20 atoms, in Å:
C -0.166 -1.135 -0.777  -0.8380
C 0.104 -1.649 0.596  -0.6955
N -2.132 0.203 -0.502  -0.2891
N -2.265 0.445 0.755  -0.4341
H -2.605 -0.662 -0.789  0.2558
H -0.933 1.253 1.054  0.4268
H -2.726 -0.301 1.296  0.1943
H -0.922 -1.675 -1.337  0.3870
H 0.685 -1.018 -1.438  0.2492
H -0.169 -2.700 0.732  0.2830
H -0.486 -1.079 1.346  0.1778
H 1.152 -1.540 0.883  0.2232
C 2.013 1.135 -0.646  -1.1237
C 0.551 1.198 -0.349  -0.0629
N 0.123 1.467 0.873  -0.3709
H 0.747 1.227 1.634  0.2497
H -0.144 1.445 -1.140  0.3789
H 2.390 2.139 -0.865  0.3534
H 2.208 0.516 -1.521  0.3027
H 2.578 0.731 0.196  0.3326

- E_LUMO (alpha / beta): 0.9989 / 0.9981 eV
- E_HOMO (alpha / beta): -6.552 / -6.551 eV



Which of them is the most stable, and which is the least stable? a and b, in that order.